(1)
A structure of composition C33H40AsN4PPdS, computed with the ωB97M-V functional and the def2-TZVPD basis.

Values from the calculation:
**Energy relative to the best compared isomer or geometry (same formula, charge and spin)**: 23.4 kJ/mol
**Gap between HOMO and LUMO (alpha / beta)**: 7.3035 / 6.7696 eV
**<S²>**: 2.016
**Charge**: +2
**Spin multiplicity**: 3
**E_tot**: -4603.25449 a.u.

The geometry in XYZ format:
```
81
Properties=species:S:1:pos:R:3:forces:R:3
Pd 0.3418 -0.0820 0.4499 0.54 0.22 0.19
C 2.9444 3.7583 3.3237 0.04 -0.01 -0.04
N 3.4994 3.0266 2.1875 0.03 0.14 0.19
C 4.7852 3.1746 1.6990 -0.15 0.11 0.18
C 4.9230 2.3269 0.6805 -0.13 -0.18 -0.13
N 3.7011 1.6406 0.5300 0.07 -0.17 -0.15
C 2.8311 2.0837 1.4984 0.18 0.03 -0.07
S 1.2410 1.6814 1.9328 -0.10 0.00 -0.03
C 3.5305 0.6507 -0.4866 -0.05 0.13 0.16
C 4.4651 0.6015 -1.5174 0.08 0.03 -0.08
C 4.3732 -0.3947 -2.4669 0.08 0.01 -0.06
C 3.3555 -1.3310 -2.3719 0.01 -0.02 -0.04
C 2.4539 -1.1860 -1.3451 0.04 0.09 0.05
N 2.5160 -0.2050 -0.4196 -0.15 -0.17 -0.23
H 3.6596 4.5198 3.6181 0.02 0.00 0.00
H 2.7644 3.0806 4.1557 0.01 -0.03 0.00
H 2.0052 4.2261 3.0394 -0.01 0.01 -0.03
H 5.4901 3.8655 2.1291 -0.06 -0.02 0.01
H 5.7898 2.1309 0.0823 -0.02 -0.03 0.00
H 5.2494 1.3345 -1.6021 -0.01 0.01 0.00
H 5.0958 -0.4377 -3.2724 -0.03 0.00 0.04
H 3.2558 -2.1408 -3.0813 0.00 0.02 0.03
H 1.6281 -1.8751 -1.2385 -0.07 -0.02 0.03
N 1.3211 -1.7838 1.8724 -0.23 -0.05 0.08
C 0.6080 -3.0310 2.1106 0.12 0.04 0.01
C 1.1069 -3.9838 2.9851 0.04 -0.02 0.02
C 0.4118 -5.1668 3.1932 -0.01 0.00 -0.01
C -0.7852 -5.3968 2.5283 -0.02 0.00 -0.01
C -1.2888 -4.4425 1.6572 0.02 -0.03 0.01
C -0.5950 -3.2519 1.4455 -0.07 0.02 -0.07
P -1.2044 -1.9560 0.3380 -0.15 0.07 0.32
C -2.6788 -2.6139 -0.4662 0.11 0.03 -0.14
C -3.9495 -2.5154 0.0990 -0.05 -0.06 0.01
C -5.0323 -3.1001 -0.5415 0.02 0.02 0.02
C -4.8522 -3.7828 -1.7381 -0.01 0.00 0.00
C -3.5881 -3.8827 -2.3033 0.03 0.02 0.01
C -2.5024 -3.2938 -1.6719 -0.03 0.01 -0.03
C -1.8061 -0.6447 1.4811 -0.18 -0.09 -0.04
C -2.6147 0.3714 0.9387 0.01 -0.06 0.08
C -3.1183 1.3796 1.7399 0.00 0.03 0.02
C -2.8049 1.4061 3.0941 -0.02 0.02 0.00
C -2.0106 0.4090 3.6495 -0.01 0.01 0.01
C -1.5247 -0.6158 2.8567 0.00 -0.01 -0.02
H 2.2566 -1.9865 1.5355 0.04 0.07 -0.08
H 1.4403 -1.2640 2.7377 -0.01 0.00 0.05
H 2.0423 -3.8026 3.5023 -0.02 0.00 0.00
H 0.8075 -5.9094 3.8739 -0.01 0.02 -0.02
H -1.3299 -6.3187 2.6894 0.03 0.04 -0.01
H -2.2222 -4.6241 1.1393 0.01 0.01 0.01
H -4.0972 -1.9967 1.0385 0.01 -0.01 -0.01
H -6.0181 -3.0263 -0.1013 0.01 -0.01 -0.01
H -5.7014 -4.2381 -2.2317 0.03 0.01 0.02
H -3.4485 -4.4146 -3.2350 0.00 0.01 0.01
H -1.5149 -3.3685 -2.1152 -0.02 0.00 0.00
H -2.8860 0.3244 -0.1078 -0.02 0.00 -0.06
H -3.7651 2.1376 1.3155 0.03 -0.01 0.01
H -3.1993 2.1944 3.7232 0.02 -0.03 -0.02
H -1.7904 0.4185 4.7091 -0.01 0.00 -0.02
H -0.9532 -1.4164 3.3097 -0.01 0.01 -0.01
C -1.6306 3.9069 -0.4704 -0.06 -0.02 -0.03
C -1.8394 2.7619 -1.4583 0.06 0.04 0.21
As -0.3646 1.4971 -1.4246 0.04 -0.32 -0.22
C -0.7248 0.3001 -2.9302 -0.05 0.13 -0.12
C -1.2709 0.9109 -4.2189 0.02 -0.04 0.03
C 1.1429 2.6231 -1.9361 0.03 0.02 -0.10
C 0.9211 3.6038 -3.0869 0.07 -0.01 0.05
H -2.4758 4.5950 -0.5090 0.03 0.00 0.01
H -0.7319 4.4792 -0.7045 -0.01 0.00 0.00
H -1.5359 3.5427 0.5537 0.00 -0.02 0.00
H -1.8973 3.1216 -2.4843 -0.05 0.05 -0.03
H -2.7579 2.2138 -1.2541 -0.04 0.01 -0.01
H -1.4270 -0.4357 -2.5321 -0.01 -0.04 0.02
H 0.2120 -0.2329 -3.1101 0.02 -0.01 0.00
H -2.2123 1.4346 -4.0538 0.01 -0.01 0.01
H -1.4655 0.1193 -4.9439 0.00 0.02 0.00
H -0.5709 1.6077 -4.6766 -0.02 -0.02 0.01
H 1.9623 1.9399 -2.1672 0.01 0.01 -0.02
H 1.4153 3.1544 -1.0222 0.03 0.01 0.04
H 0.8183 3.0936 -4.0424 -0.01 0.00 0.02
H 1.7803 4.2718 -3.1648 -0.02 0.00 -0.02
H 0.0406 4.2281 -2.9396 0.01 0.00 0.01
```
Positions in Å, forces in eV/Å.

(2)
A cluster of 9 separate species, C3H23NO9S in total at a distorted geometry, computed with the ωB97M-V functional and the def2-TZVPD basis.

Values from the calculation:
**Energy relative to the best compared isomer or geometry (same formula, charge and spin)**: 213.0 kJ/mol
**Gap between HOMO and LUMO**: 9.5985 eV
**SMILES string**: O=CNCCS.O.O.O.O.O.O.O.O
**Charge**: 0
**E_tot**: -1258.16973 a.u.

The geometry in XYZ format:
```
37
Properties=species:S:1:pos:R:3:forces:R:3
O 0.0961 -3.4600 -0.6830 0.76 -0.86 -0.64
C 0.4165 -2.5260 -1.4078 -3.72 1.03 5.09
N -0.1090 -1.2985 -1.0006 2.75 -0.70 -3.69
C 0.1612 -0.0523 -1.7335 0.29 1.16 1.76
C -0.9645 0.2550 -2.7180 -0.09 1.49 -0.43
S -1.8701 1.8808 -2.7294 0.94 0.10 -1.47
H 1.0593 -2.6561 -2.1913 1.69 0.32 -2.51
H -0.6508 -1.3547 -0.1726 -0.56 0.16 0.83
H 1.0811 -0.0487 -2.3392 0.03 -0.60 0.73
H 0.3081 0.6977 -0.8963 -0.46 -0.38 -1.44
H -1.7342 -0.4128 -2.3495 -0.22 -0.66 -1.47
H -0.5395 0.2986 -3.8027 -1.35 -0.95 1.83
H -2.3698 1.9635 -1.5342 -0.36 -0.35 1.27
H 3.9348 0.9918 -0.2142 -0.13 0.14 0.03
H 3.6301 0.4442 -1.5582 -0.13 -0.03 -0.27
O 4.3679 0.5795 -0.9657 0.50 -0.27 -0.08
H -1.4960 -2.5335 2.3173 -0.20 0.53 0.03
H -2.3596 -1.1805 2.1850 0.00 -0.13 0.46
O -2.1608 -2.0442 1.8119 0.28 -0.47 -0.57
H 1.5979 0.9970 0.4265 -0.29 -0.51 -0.03
H 2.5343 1.7690 1.2219 -0.24 0.43 -0.97
O 2.1948 1.7403 0.2937 0.49 0.19 1.40
H -1.2858 1.8478 2.6076 0.29 0.58 -0.94
H -0.9176 2.5844 1.2364 0.50 1.74 -0.82
O -1.0445 1.7606 1.6612 -0.70 -2.48 2.12
H 1.5309 -2.8348 1.1481 -0.24 -0.11 1.73
H 0.8643 -3.9137 1.8420 -0.28 -0.11 0.54
O 1.2556 -3.0652 2.0936 0.49 0.07 -2.45
H 0.9512 -1.2192 2.0180 -0.25 -0.32 0.34
H 0.2288 0.1701 2.1531 0.02 -0.14 -0.17
O 1.0407 -0.2733 1.8790 0.18 0.63 -0.18
H -0.7652 3.6689 -0.9500 -0.28 0.42 -1.30
H 0.6789 3.0082 -0.7466 -0.56 0.33 0.08
O -0.1731 3.2599 -0.3487 0.93 -0.42 1.43
H -3.3417 -0.2273 0.6250 -0.35 -0.03 0.10
H -2.6441 0.8076 1.4588 -0.01 0.44 -0.17
O -3.5063 0.3761 1.3626 0.29 -0.26 -0.15
```
Positions in Å, forces in eV/Å.

(3)
The molecule C11H20N2O5 at a distorted geometry, computed with the ωB97M-V functional and the def2-TZVPD basis.

Values from the calculation:
**Energy relative to the best compared isomer or geometry (same formula, charge and spin)**: 565.9 kJ/mol
**Gap between HOMO and LUMO**: 10.4640 eV
**SMILES string**: CC[C@H](C)[C@H](NC(=O)[C@@H](N)CCC(=O)O)C(=O)O
**Charge**: 0
**E_tot**: -916.71369 a.u.

The geometry in XYZ format:
```
38
Properties=species:S:1:pos:R:3:forces:R:3
C -2.1742 -1.4246 -1.0164 -2.62 -1.39 -1.87
C -0.9291 -1.1482 -0.2392 2.59 -0.22 -1.83
C -3.0333 -0.1576 -0.8695 -1.74 0.97 -1.00
C -3.1574 0.5098 0.6276 -5.02 -3.06 -4.21
C -2.2156 1.4142 1.0648 3.71 -1.02 4.17
C 1.1494 0.2590 -0.3403 -1.27 0.90 -0.36
C 1.5546 1.6415 -1.1836 -2.35 -2.70 0.80
C 2.1251 -0.8321 -0.0137 1.87 -2.83 -0.13
C 2.8826 -1.6266 -1.1924 -1.89 1.09 -0.89
C 3.0352 -0.1951 0.9993 2.33 2.37 3.02
C 3.9770 -1.1583 1.8505 -1.43 -0.64 -3.17
H -2.3356 -3.4126 -0.7032 -1.77 1.49 -0.14
H -2.2219 -2.6237 0.5661 -2.62 0.66 -1.60
H -2.2586 -1.7897 -2.2351 1.31 1.62 3.20
H -2.7057 0.6518 -1.6102 -0.35 -1.05 1.12
H -4.1094 -0.5283 -1.2192 2.12 1.09 1.01
H -3.3914 -0.3445 1.2842 -0.25 0.71 -0.03
H -4.0073 1.2881 0.4070 0.75 -2.16 0.82
H -1.5917 -0.0662 2.3393 0.95 3.73 -0.84
H -0.1568 -0.3726 -2.1242 0.01 0.37 4.40
H 1.0495 0.7216 0.7609 -1.32 -0.98 -2.73
H 1.5503 -1.7308 0.4614 0.71 2.10 -0.25
H 1.9796 -1.9873 -1.8740 2.24 0.76 0.86
H 3.5285 -2.5036 -0.9884 -0.82 0.41 0.73
H 3.5870 -0.9177 -1.6706 -0.68 -0.26 -0.41
H 3.5468 0.8876 0.8025 -0.40 -2.98 -0.89
H 2.4104 0.3427 1.7577 -0.14 -1.16 0.00
H 3.2991 -1.9492 2.2191 0.66 0.29 0.29
H 4.5538 -0.6703 2.5654 0.36 1.01 1.69
H 4.7645 -1.6285 1.2286 -0.62 -0.01 -0.07
H 2.1043 3.3351 -0.6484 0.51 -1.84 1.22
N -2.8844 -2.5314 -0.3643 3.95 -2.96 2.40
N -0.0932 -0.3596 -0.9669 1.31 1.30 -2.11
O -0.6749 -1.6033 0.8839 -0.85 0.88 -0.73
O -2.1994 2.5181 0.7013 1.19 3.35 -0.85
O -1.3813 0.9747 2.1568 -1.61 -2.68 -0.90
O 1.0933 1.9490 -2.2748 1.65 -0.20 2.31
O 2.1576 2.3920 -0.2323 -0.46 3.01 -3.03
```
Positions in Å, forces in eV/Å.

> The highest charge belongs to which entry?

C33H40AsN4PPdS

> Among the records above, which one has the highest E_tot?

C11H20N2O5

> Which of these has the highest E_tot?

C11H20N2O5